The following is a DFT calculation (ωB97M-V/def2-TZVPD) of a cluster of 17 separate species, C68H102O51 in total in a non-equilibrium geometry.

The geometry in XYZ format:
```
221
Properties=species:S:1:pos:R:3:mulliken_charge:R:1
C -8.4442 4.9923 3.5974 -1.707
C -8.6706 3.6570 2.8804 0.477
C -9.0161 3.9102 1.4529 -0.465
O -8.3761 2.7722 0.8667 -0.327
C -7.2722 2.5208 1.5991 0.600
O -6.3692 1.6656 1.3976 -0.519
O -7.3791 3.1958 2.7535 -0.171
H -9.3925 5.5201 3.4963 0.538
H -7.8530 5.7612 3.1000 0.263
H -8.3900 4.9303 4.6843 0.400
H -9.2776 2.8527 3.2961 0.414
H -8.8461 4.9111 1.0563 0.146
H -10.0762 3.7319 1.2726 0.412
C 4.3884 0.6810 -1.8266 -1.199
C 5.0825 -0.3345 -2.6500 1.961
C 5.7167 0.2249 -3.9473 -0.190
O 7.0901 -0.1010 -3.8915 -0.404
C 7.3591 -0.8708 -2.7945 0.519
O 8.4700 -1.4070 -2.6350 -0.623
O 6.2464 -0.9984 -2.0632 -0.412
H 4.0561 0.3208 -0.8529 0.185
H 3.3832 0.8819 -2.1971 -0.031
H 4.9473 1.6132 -1.7447 0.501
H 4.4138 -1.1254 -2.9898 -0.612
H 5.6228 1.3105 -3.9743 0.420
H 5.1249 -0.1656 -4.7752 0.040
C 4.5481 -6.1259 -1.2001 -0.938
C 3.4838 -5.5141 -1.9730 0.580
C 3.0976 -4.1301 -1.5723 -0.285
O 4.0145 -3.3500 -2.2417 0.102
C 4.4151 -4.0319 -3.2701 -0.005
O 5.1337 -3.6432 -4.2149 -0.549
O 4.0023 -5.2187 -3.1504 -0.292
H 4.2096 -6.5390 -0.2499 0.476
H 5.3752 -5.4174 -1.1555 -0.316
H 4.8453 -7.0666 -1.6636 0.409
H 2.5827 -6.1266 -2.0039 0.603
H 3.1995 -3.7808 -0.5448 0.081
H 2.1097 -3.8604 -1.9457 -0.062
C -0.6621 8.1967 -0.6604 -1.381
C -0.4712 7.2816 0.6083 1.085
C 0.1674 5.8977 0.2501 0.523
O 1.1970 5.7914 1.2950 -0.304
C 1.4099 6.8885 1.7912 0.479
O 2.2904 7.0604 2.6977 -0.667
O 0.4688 7.8297 1.4340 -0.391
H 0.1904 8.0710 -1.3280 0.391
H -0.8768 9.2592 -0.5457 0.360
H -1.4699 7.7622 -1.2493 0.287
H -1.4029 7.0952 1.1425 -0.248
H 0.7289 5.9436 -0.6831 0.515
H -0.5479 5.0973 0.0615 -0.671
C -0.6507 1.5471 1.4699 -1.321
C -0.2046 0.0589 1.2643 1.097
C -0.3769 -0.4779 -0.1602 1.870
O 0.9092 -1.1289 -0.4573 0.864
C 1.6451 -0.9540 0.6715 -0.595
O 2.7671 -1.4856 0.7845 -0.521
O 1.1627 -0.0728 1.5119 -0.328
H -1.7132 1.7294 1.6312 0.276
H -0.3039 2.2583 0.7202 0.094
H -0.1162 1.8598 2.3669 0.266
H -0.6893 -0.5894 1.9942 0.060
H -0.4926 0.3822 -0.8197 -0.279
H -1.2519 -1.1074 0.0015 -1.305
C -0.9845 -6.6751 -0.8434 -1.431
C 0.4033 -6.3166 -0.1633 2.318
C 0.2848 -5.2753 0.8672 0.237
O 1.1885 -5.7782 1.9479 -0.224
C 1.1303 -7.1168 1.8218 0.437
O 1.5062 -7.8854 2.6333 -0.574
O 0.7778 -7.4576 0.5610 -0.425
H -1.7622 -6.4098 -0.1273 0.312
H -1.0201 -7.6804 -1.2631 0.422
H -0.9766 -6.0540 -1.7391 0.312
H 1.1359 -6.0888 -0.9376 -1.479
H -0.7204 -5.2186 1.2849 0.081
H 0.6945 -4.3154 0.5529 -0.178
C 0.8463 0.4564 -3.9270 -0.763
C 1.6760 1.1987 -4.9634 1.223
C 1.3449 0.9100 -6.4480 -0.028
O 1.0702 2.1624 -7.0181 -0.401
C 1.2981 3.1565 -6.1029 0.460
O 1.3452 4.3382 -6.4213 -0.609
O 1.5051 2.6904 -4.8520 -0.396
H -0.2354 0.3768 -4.0349 0.574
H 1.0619 0.9205 -2.9646 -0.116
H 1.1051 -0.6020 -3.9585 0.002
H 2.7258 0.9476 -4.8125 -0.455
H 0.4456 0.3137 -6.6017 0.292
H 2.2180 0.5679 -7.0038 0.152
C 7.6431 -4.1509 -1.0135 -0.993
C 8.2630 -4.9348 -2.2062 0.193
C 8.6173 -6.4363 -1.9393 -0.516
O 8.2725 -7.1147 -3.1067 -0.361
C 7.3075 -6.4216 -3.7128 0.502
O 6.4414 -6.8553 -4.5478 -0.602
O 7.1906 -5.2509 -3.0219 -0.006
H 7.3615 -4.8094 -0.1919 0.273
H 6.7312 -3.6452 -1.3311 -0.126
H 8.3703 -3.5138 -0.5101 0.504
H 8.9435 -4.3444 -2.8198 0.514
H 8.1019 -6.8226 -1.0599 0.272
H 9.6878 -6.3369 -1.7596 0.407
C -5.0671 6.2947 4.7554 -1.547
C -3.6630 6.1981 4.1581 0.744
C -3.0000 4.9779 4.8427 -0.799
O -2.2862 4.4667 3.7891 -0.063
C -2.7511 4.8941 2.6702 -0.268
O -2.3946 4.4432 1.5869 0.193
O -3.6617 5.8009 2.8203 -0.194
H -5.3101 6.4924 5.7994 0.416
H -5.6745 5.4316 4.4829 0.207
H -5.6251 7.0602 4.2163 0.409
H -3.1495 7.1205 4.4294 0.235
H -3.6900 4.2220 5.2177 0.366
H -2.2333 5.3331 5.5313 0.342
C -3.7218 -4.0607 -2.6472 -1.396
C -3.6876 -2.5592 -2.5950 1.064
C -2.2422 -2.0968 -2.6581 0.282
O -2.2235 -0.9685 -3.4732 0.519
C -3.2724 -1.1408 -4.3486 0.154
O -3.6458 -0.4418 -5.2924 -0.634
O -4.1744 -2.0334 -3.8041 -0.453
H -3.2766 -4.6378 -3.4577 0.373
H -4.7053 -4.5062 -2.4976 0.403
H -3.2032 -4.4215 -1.7589 0.102
H -4.4247 -2.1225 -1.9212 0.279
H -1.5140 -2.8266 -3.0120 -0.030
H -1.8655 -1.8376 -1.6686 -0.553
C 4.3641 -2.6622 -7.4976 -1.217
C 2.7978 -2.9724 -7.3530 0.415
C 2.3096 -4.3742 -7.0683 -0.347
O 1.1791 -4.2211 -6.3176 -0.380
C 1.2152 -3.0968 -5.6443 0.142
O 0.4419 -2.7846 -4.7242 -0.212
O 2.2645 -2.3152 -6.1078 -0.032
H 4.9487 -2.8340 -6.5938 0.175
H 4.4380 -1.5910 -7.6852 0.364
H 4.9161 -3.0136 -8.3693 0.404
H 2.3595 -2.5128 -8.2389 0.246
H 3.0485 -4.7792 -6.3768 0.164
H 2.0822 -4.9659 -7.9549 0.304
C -0.6803 4.1313 -2.7173 -2.055
C -2.0989 4.1065 -2.1862 1.441
C -3.1804 4.1667 -3.2757 -0.223
O -3.7603 2.8614 -3.1034 -0.332
C -3.1780 2.1942 -2.0645 -0.498
O -3.2756 1.0585 -1.8102 -0.169
O -2.2335 2.9199 -1.5275 0.633
H -0.5892 3.8497 -3.7663 0.427
H 0.0730 3.4826 -2.2702 0.304
H -0.2745 5.1365 -2.6030 0.330
H -2.1036 5.0449 -1.6316 -0.260
H -2.9826 4.2949 -4.3399 0.373
H -3.8283 4.9868 -2.9658 -0.079
C -5.6004 4.9450 -0.2383 -0.234
C -6.5388 5.9646 -0.8739 0.528
C -5.9668 7.3950 -0.7117 -0.110
O -6.3860 8.0225 -1.9449 -0.404
C -6.6163 7.0549 -2.9101 0.615
O -6.7076 7.2201 -4.0875 -0.524
O -6.5809 5.8505 -2.2853 -0.413
H -5.5426 5.1144 0.8369 0.135
H -4.5872 5.0443 -0.6278 -0.307
H -6.1716 4.0389 -0.4400 0.213
H -7.5741 5.7903 -0.5807 -0.063
H -4.9036 7.2368 -0.5313 0.149
H -6.3987 7.8351 0.1871 0.343
C -5.1974 -1.0802 2.2466 -1.606
C -4.0707 -2.0473 2.7495 0.837
C -4.6099 -3.4664 2.7235 -0.562
O -3.6348 -4.0932 1.7955 -0.467
C -2.7071 -3.1670 1.2716 -0.029
O -2.0840 -3.3428 0.3181 0.173
O -3.0669 -1.9532 1.7271 -0.019
H -5.4710 -1.1085 1.1919 0.353
H -4.7633 -0.1165 2.5132 0.213
H -6.1276 -1.1731 2.8071 0.505
H -3.5705 -1.8345 3.6943 0.045
H -5.5886 -3.4771 2.2436 0.296
H -4.7051 -3.8579 3.7363 0.354
C 6.7716 -3.5793 3.1549 -1.660
C 5.4914 -4.2429 2.6599 1.322
C 4.9685 -5.3184 3.6923 -0.517
O 3.6095 -4.9497 3.7825 -0.350
C 3.4255 -3.6848 3.5416 0.398
O 2.3676 -3.1184 3.8405 -0.561
O 4.4265 -3.2859 2.7727 -0.059
H 6.6796 -2.5830 2.7225 0.306
H 7.6745 -4.1445 2.9239 0.432
H 6.8818 -3.3388 4.2124 0.463
H 5.6693 -4.6766 1.6759 -0.460
H 5.4748 -5.1467 4.6423 0.289
H 5.1355 -6.3449 3.3661 0.354
C 4.2668 -0.2863 5.1418 -1.360
C 2.8151 0.2975 4.7135 1.060
C 1.5812 0.1579 5.6200 -0.509
O 1.0705 1.4897 5.7230 -0.216
C 1.8795 2.3272 5.0106 0.427
O 1.7715 3.5388 4.9491 -0.605
O 2.9019 1.6383 4.4179 -0.357
H 3.9431 -1.2070 5.6273 0.391
H 4.8803 0.4158 5.7064 0.317
H 4.9334 -0.4937 4.3046 0.277
H 2.2539 -0.2927 3.9891 -0.178
H 1.9802 -0.2386 6.5537 0.291
H 0.8745 -0.6150 5.3179 0.353
C -1.2804 -0.7502 7.9988 -1.168
C -2.0596 0.1882 6.9785 0.298
C -1.6886 1.6951 7.2346 -0.638
O -2.2357 2.1992 6.0673 -0.158
C -2.0570 1.3134 5.1916 0.190
O -2.2635 1.3993 3.9642 -0.354
O -1.5767 0.2079 5.7091 -0.097
H -1.7501 -1.7333 8.0298 0.389
H -1.3322 -0.3090 8.9942 0.337
H -0.2945 -0.9193 7.5659 0.157
H -3.1231 -0.0504 6.9969 0.435
H -0.6563 2.0150 7.3764 0.203
H -2.2879 2.0700 8.0643 0.489
```

Computed properties:
Relative energy (zero: lowest compared OMol25 entry of this formula, charge and spin) ... 1043.9 kJ/mol
Charge ... 0
F_max ... 9.548 eV/Å

The following is a DFT calculation (ωB97M-V/def2-TZVPD) of a cluster of 9 separate species, C68H144N7O13P2 in total in a non-equilibrium geometry.

The geometry in XYZ format:
```
234
Properties=species:S:1:pos:R:3:mulliken_charge:R:1
C 0.8680 6.7134 4.4325 -1.635
C -0.6506 6.4614 4.9307 1.092
C -1.5159 6.1299 3.7328 -0.491
C -2.8754 5.6107 4.1036 -1.424
C -2.7407 4.1734 4.6115 -0.163
C -2.0598 4.2958 6.0762 0.829
N -0.7241 5.2746 5.8703 0.963
O 0.2918 4.8692 6.3684 -0.369
C -1.4022 3.0359 6.6292 -1.140
C -2.9114 5.1326 7.1252 -1.367
C -1.0672 7.6420 5.8140 -1.723
H 0.8692 7.5146 3.7389 0.503
H 1.2124 5.7793 3.8992 0.155
H 1.5180 7.0565 5.2559 0.486
H -1.0462 5.5176 2.9510 -0.155
H -1.7596 7.0970 3.1999 0.636
H -3.4256 5.6550 3.1885 0.519
H -3.3243 6.3194 4.7423 0.506
H -2.0500 3.5813 3.8986 -0.074
H -3.6117 3.5161 4.7267 0.494
H -2.2672 2.5569 7.1405 0.428
H -0.8264 3.1960 7.5395 0.454
H -0.9208 2.4688 5.8497 0.058
H -3.7263 4.4325 7.3354 0.415
H -3.2646 6.0842 6.7148 0.319
H -2.4496 5.4815 8.0372 0.365
H -0.5005 7.7608 6.7419 0.403
H -2.1054 7.7368 5.9644 0.384
H -0.9089 8.5149 5.2331 0.502
C 2.3965 -4.5957 -5.9559 -1.565
C 1.3931 -3.5142 -5.2476 1.321
C 2.2658 -2.4353 -4.5575 -0.640
C 3.0218 -1.6063 -5.6004 -1.681
C 2.0804 -0.8940 -6.6411 -0.140
C 1.0157 -1.8087 -7.3463 1.040
N 0.6015 -2.9999 -6.3676 1.270
O -0.3064 -3.5886 -6.7006 -0.393
C 1.4743 -2.4798 -8.6245 -1.731
C -0.3352 -1.0410 -7.4605 -1.336
C 0.4150 -4.1565 -4.2707 -1.553
H 1.7856 -5.1567 -6.6925 0.452
H 2.7862 -5.2860 -5.1611 0.363
H 3.1928 -4.1462 -6.4585 0.369
H 2.9167 -2.8859 -3.7551 0.553
H 1.5845 -1.7137 -4.0381 0.045
H 3.5923 -2.2556 -6.1993 0.708
H 3.6325 -0.8451 -5.1132 0.517
H 2.6308 -0.3379 -7.3703 0.601
H 1.4609 -0.2338 -5.9975 -0.359
H 2.3842 -2.9876 -8.4715 0.418
H 1.6168 -1.6078 -9.2905 0.447
H 0.7745 -3.1018 -9.1458 0.374
H -1.1035 -1.7810 -7.8826 0.423
H -0.2495 -0.1414 -8.0754 0.391
H -0.5999 -0.7578 -6.4300 0.180
H 0.8867 -4.1551 -3.2420 0.437
H 0.1608 -5.1758 -4.5617 0.368
H -0.5088 -3.6070 -4.0923 0.079
C -1.9049 4.5853 -5.6264 -1.822
C -2.3241 3.4989 -4.5484 1.286
C -1.4200 3.4214 -3.2992 -0.337
C -2.0164 2.6514 -2.1375 0.253
C -3.3374 3.3118 -1.7751 -1.297
C -4.3256 3.3393 -2.9662 1.390
N -3.7252 3.7985 -4.1927 1.060
O -4.3949 4.5880 -4.8652 -0.451
C -5.5848 4.1350 -2.7090 -1.813
C -4.6928 1.8879 -3.3035 -1.414
C -2.2763 2.1259 -5.2280 -1.141
H -1.8134 5.5826 -5.1820 0.437
H -2.4294 4.5781 -6.5441 0.461
H -0.8923 4.2654 -5.8615 0.419
H -1.1830 4.4647 -2.9846 0.422
H -0.4954 3.0120 -3.7053 -0.246
H -1.5156 2.8039 -1.2267 0.501
H -2.1175 1.5869 -2.2904 -0.293
H -3.1654 4.3151 -1.4109 0.301
H -3.8617 2.8255 -0.8982 0.552
H -6.2665 4.0284 -3.5187 0.470
H -5.3387 5.1904 -2.5036 0.419
H -5.9597 3.5885 -1.8520 0.421
H -5.0366 1.3892 -2.3955 0.387
H -3.8080 1.3463 -3.4719 0.009
H -5.4236 1.7630 -4.1199 0.397
H -2.1216 1.2533 -4.5791 -0.123
H -1.2853 2.1254 -5.7860 0.391
H -3.0569 2.0378 -5.9865 0.439
C -6.6437 -4.7525 -3.2921 -1.468
C -5.4743 -3.8502 -3.0971 1.165
C -5.5900 -2.9534 -1.8090 -0.831
C -5.3136 -3.7085 -0.4776 -0.931
C -3.8913 -4.1257 -0.5508 -0.412
C -3.6353 -5.2070 -1.5561 1.883
N -4.1882 -4.8591 -2.9221 1.274
O -3.7080 -5.3484 -3.9577 -0.429
C -4.3807 -6.5363 -1.2038 -1.656
C -2.1713 -5.4986 -1.7418 -0.905
C -5.3286 -3.0785 -4.3549 -1.533
H -6.9635 -5.3213 -2.3947 0.293
H -6.3544 -5.4294 -4.0525 0.481
H -7.3671 -4.0720 -3.7481 0.487
H -6.5769 -2.6025 -1.9358 0.638
H -4.7936 -2.2134 -1.8980 0.040
H -5.9723 -4.5962 -0.3731 0.291
H -5.5141 -3.0311 0.3943 0.468
H -3.5486 -4.4181 0.4565 0.307
H -3.2229 -3.2749 -0.7218 -0.368
H -3.6066 -7.0793 -0.6937 0.452
H -4.6563 -7.1886 -1.9985 0.394
H -5.2109 -6.5314 -0.5030 0.362
H -1.6839 -4.6804 -2.2065 -0.130
H -1.9231 -6.3766 -2.3262 0.442
H -1.7253 -5.6932 -0.7793 -0.147
H -5.2609 -3.7059 -5.2386 0.488
H -4.4468 -2.4025 -4.4598 -0.074
H -6.2477 -2.5317 -4.5117 0.491
C 5.6637 6.8689 -1.6239 -0.938
C 5.6996 5.5914 -2.4959 -0.782
C 4.7273 4.5032 -1.9873 -0.294
C 5.0893 4.0150 -0.5345 -1.535
P 3.8162 3.0352 0.2914 1.184
C 4.3798 2.7531 1.9686 -0.534
C 4.3007 3.9957 2.9226 0.583
C 4.7377 3.5784 4.3392 -1.007
C 3.7528 2.7337 5.1263 -0.485
C 2.3015 3.9856 0.1500 -1.414
C 2.2695 5.4919 0.5978 0.375
C 1.2319 6.2648 -0.2308 -1.308
C -0.1400 5.4400 -0.1739 -0.324
C 3.4937 1.4918 -0.6237 -0.676
C 4.2733 0.2836 -0.2514 -1.247
C 5.7887 0.2815 -0.4150 0.138
C 6.1984 -1.1796 -0.1835 -1.444
H 5.8823 7.6726 -2.2699 0.425
H 6.3483 6.7351 -0.7901 0.269
H 4.6375 7.0296 -1.2507 0.112
H 6.7184 5.0772 -2.5480 0.313
H 5.4767 5.8404 -3.5582 0.439
H 4.7416 3.6421 -2.6439 0.307
H 3.6911 4.7933 -2.0547 0.144
H 5.2759 4.8890 0.0250 0.591
H 6.0490 3.5126 -0.4983 0.836
H 5.4483 2.3500 1.9630 0.652
H 3.6910 1.9350 2.2656 0.032
H 3.3568 4.4617 2.8794 -0.537
H 5.0672 4.7001 2.6129 0.275
H 4.9152 4.5160 4.8747 0.491
H 5.7764 3.1130 4.3642 0.357
H 2.9128 3.4138 5.2806 -0.045
H 4.1843 2.2999 6.0434 0.410
H 3.3001 1.9592 4.5059 -0.015
H 1.5601 3.3619 0.6253 1.069
H 2.1258 3.8870 -0.9422 0.236
H 3.2360 5.9909 0.5285 0.464
H 1.9440 5.5127 1.6059 -0.607
H 1.5939 6.3552 -1.2611 0.421
H 1.1322 7.2636 0.2378 0.478
H -0.0994 4.5241 -0.8176 -0.319
H -0.9136 6.0954 -0.5588 0.655
H -0.4595 5.0195 0.7593 0.075
H 3.4930 1.6860 -1.6841 0.307
H 2.4598 1.2849 -0.3486 0.372
H 3.8932 -0.4782 -0.9595 0.713
H 4.0323 -0.0492 0.7278 0.197
H 6.3104 1.0740 0.1795 0.291
H 6.0429 0.5637 -1.4894 0.247
H 5.3368 -1.7350 -0.4437 0.364
H 6.3040 -1.4663 0.8712 0.327
H 7.1018 -1.4959 -0.6851 0.378
C 0.0788 -1.8276 -0.5072 -0.928
C 0.8003 -1.5689 0.8224 0.693
C 0.5588 -2.7795 1.6731 -0.693
C 1.3804 -2.8343 2.9878 -1.151
P 0.8502 -4.1464 4.1694 0.642
C 2.2191 -4.1882 5.4050 -0.708
C 3.4374 -4.7259 4.7208 -0.926
C 3.9568 -6.0842 5.2529 -0.786
C 5.1623 -6.5567 4.3583 -1.277
C -0.5866 -3.5783 5.1659 -1.326
C -1.9608 -3.3714 4.5141 0.371
C -3.1566 -3.4433 5.4062 -0.457
C -4.5100 -3.2570 4.7727 -1.204
C 0.6581 -5.7376 3.4429 -0.828
C -0.4669 -6.0483 2.4050 0.675
C -0.5394 -7.5099 2.0817 -0.826
C -1.0271 -8.4187 3.2232 -1.284
H -0.1989 -0.9194 -1.0030 0.581
H -0.8842 -2.3273 -0.3860 -0.290
H 0.6518 -2.4212 -1.2318 0.408
H 0.5411 -0.6379 1.3048 0.088
H 1.9468 -1.5808 0.7158 -0.366
H 0.8489 -3.6471 1.1058 0.420
H -0.4843 -2.6596 2.0119 0.032
H 1.3763 -1.9004 3.5249 0.563
H 2.4451 -3.0080 2.7928 0.742
H 1.8091 -4.8215 6.1789 0.552
H 2.4219 -3.1950 5.8341 0.510
H 4.2549 -3.9816 5.0348 0.443
H 3.3527 -4.7372 3.6972 0.460
H 3.2392 -6.8576 5.1889 0.349
H 4.2306 -6.0130 6.2773 0.516
H 5.4613 -7.5660 4.5619 0.421
H 6.0453 -5.9583 4.5991 0.319
H 4.8468 -6.5020 3.3028 0.304
H -0.1763 -2.6695 5.6570 0.587
H -0.6135 -4.2814 5.9875 0.561
H -2.0880 -4.1910 3.7094 -0.427
H -1.9815 -2.4383 3.9417 0.379
H -3.0478 -2.6743 6.1913 0.301
H -3.0286 -4.4476 5.7724 0.377
H -4.6120 -3.8788 3.8591 0.242
H -4.6317 -2.2206 4.3654 0.304
H -5.4014 -3.4869 5.4955 0.340
H 0.5943 -6.3033 4.3921 0.379
H 1.6662 -6.0569 3.0954 0.455
H -0.1950 -5.4881 1.5052 -0.325
H -1.4620 -5.6700 2.7370 -0.046
H 0.5167 -7.7176 1.7866 0.448
H -1.1860 -7.6190 1.2547 0.354
H -0.6641 -9.4450 3.0535 0.367
H -2.1376 -8.4517 3.1817 0.319
H -0.5948 -8.0652 4.1473 0.326
N 0.5837 2.2082 3.2833 0.490
O 0.2684 1.6271 4.3484 -0.757
O 1.1802 1.4557 2.4256 -0.257
O 0.4317 3.4026 2.9402 -0.510
N 1.6827 1.6193 -3.6775 0.721
O 1.8213 2.6382 -2.9458 -0.537
O 2.6495 0.8644 -3.8209 -0.564
O 0.5867 1.3730 -4.2119 -0.684
N -2.3720 -1.6067 -3.1040 0.681
O -1.4668 -1.0187 -3.7554 -0.374
O -2.4580 -2.8375 -3.2157 -0.459
O -3.1920 -1.0247 -2.4050 -0.821
```

Computed properties:
Charge ... +3
F_max ... 5.057 eV/Å

| no. | HOMO level (eV) |
| --- | --- |
| 1 | -9.915 |
| 2 | -13.300 |